A cluster of 9 separate species, C45H96O27 in total in a non-equilibrium geometry, computed with ωB97M-V/def2-TZVPD.

CARTESIAN COORDINATES (ANGSTROEM)
C -10.693 16.647 21.465
C -10.929 15.811 22.746
O -11.651 14.660 22.170
C -11.835 14.770 20.889
O -12.414 13.980 20.228
O -11.437 15.938 20.355
H -9.627 16.681 21.170
H -11.204 17.638 21.547
H -11.594 16.329 23.400
H -10.032 15.442 23.205
C -12.977 15.135 17.000
C -11.605 15.314 16.362
O -11.031 16.357 17.152
C -11.965 17.005 17.880
O -11.776 18.057 18.403
O -13.169 16.299 17.876
H -12.982 14.249 17.624
H -13.848 15.143 16.311
H -11.645 15.536 15.320
H -10.941 14.482 16.681
C -9.129 19.935 20.915
C -8.465 19.461 22.203
O -7.522 18.494 21.756
C -7.526 18.405 20.373
O -6.747 17.753 19.781
O -8.454 19.255 19.823
H -8.947 20.990 20.638
H -10.218 19.730 20.934
H -9.222 19.010 22.833
H -7.972 20.262 22.732
C -16.982 21.552 22.108
O -16.680 20.447 21.385
C -16.498 19.279 22.136
C -16.111 18.092 21.278
O -15.968 16.978 22.115
C -14.959 16.073 21.740
C -15.488 14.665 21.572
O -15.616 13.934 22.776
C -16.797 14.260 23.560
H -17.836 21.367 22.755
H -17.286 22.388 21.387
H -16.208 22.024 22.711
H -17.400 19.025 22.759
H -15.721 19.463 22.851
H -15.175 18.391 20.761
H -16.939 17.947 20.548
H -14.100 16.146 22.482
H -14.590 16.442 20.821
H -14.821 14.099 20.851
H -16.461 14.713 21.020
H -17.569 14.422 22.832
H -16.725 15.120 24.123
H -17.049 13.420 24.221
C -13.662 10.313 18.953
O -14.092 9.873 20.193
C -14.362 10.922 21.112
C -14.582 10.271 22.378
O -15.813 9.526 22.570
C -16.811 10.481 22.894
C -18.182 9.765 22.939
O -19.086 10.614 23.574
C -20.420 10.127 23.519
H -13.192 9.464 18.396
H -12.894 11.190 19.074
H -14.490 10.694 18.342
H -15.217 11.582 20.846
H -13.452 11.606 21.187
H -14.477 11.084 23.172
H -13.794 9.557 22.469
H -16.911 11.332 22.169
H -16.677 10.949 23.903
H -18.115 8.819 23.478
H -18.485 9.476 21.912
H -20.553 9.311 24.206
H -20.736 9.985 22.504
H -21.020 10.950 23.940
C -11.367 14.630 12.382
O -10.328 14.588 13.339
C -9.534 13.457 13.230
C -8.427 13.447 14.356
O -7.413 14.427 14.330
C -7.610 15.512 15.264
C -7.295 15.170 16.701
O -8.480 14.461 17.215
C -8.568 14.459 18.605
H -11.866 13.672 12.247
H -11.060 14.853 11.379
H -12.049 15.429 12.696
H -8.953 13.476 12.308
H -10.039 12.501 13.419
H -7.890 12.480 14.429
H -8.938 13.683 15.321
H -8.600 15.820 15.111
H -6.985 16.298 14.901
H -7.093 16.099 17.297
H -6.391 14.558 16.737
H -8.620 15.478 19.031
H -7.740 13.961 19.147
H -9.526 13.983 18.850
C -11.378 11.862 23.467
O -10.177 12.541 23.638
C -9.715 12.540 24.989
C -8.344 13.077 25.113
O -7.403 12.244 24.546
C -7.135 12.327 23.147
C -7.135 13.650 22.498
O -6.382 14.639 23.238
C -6.333 15.867 22.576
H -11.186 10.797 23.588
H -11.738 11.912 22.439
H -12.162 12.229 24.137
H -9.543 11.531 25.286
H -10.375 13.075 25.703
H -8.170 13.056 26.177
H -8.262 14.080 24.752
H -7.782 11.614 22.608
H -6.094 11.969 23.167
H -8.061 14.003 22.219
H -6.734 13.490 21.489
H -5.930 16.502 23.272
H -7.318 16.094 22.248
H -5.695 15.820 21.692
C -9.514 17.316 25.819
O -10.185 18.349 24.974
C -10.245 19.609 25.526
C -11.292 20.459 24.871
O -10.987 20.851 23.589
C -11.964 21.662 23.068
C -13.316 21.047 22.792
O -13.355 19.936 21.937
C -13.279 20.390 20.526
H -10.248 16.926 26.521
H -8.728 17.931 26.300
H -9.107 16.563 25.192
H -9.300 20.077 25.394
H -10.482 19.659 26.624
H -11.558 21.347 25.506
H -12.249 19.874 25.012
H -11.575 22.148 22.189
H -12.123 22.554 23.630
H -13.833 21.958 22.456
H -13.870 20.783 23.704
H -12.399 20.964 20.374
H -14.191 20.936 20.295
H -13.265 19.569 19.777
C -15.430 23.701 25.449
O -15.719 22.353 25.831
C -14.794 21.903 26.793
C -14.897 20.449 27.029
O -14.519 19.709 25.911
C -14.093 18.395 26.151
C -13.871 17.656 24.777
O -13.008 16.528 24.915
C -13.758 15.463 25.467
H -14.354 23.806 24.999
H -15.474 24.393 26.305
H -16.165 23.975 24.723
H -14.926 22.510 27.703
H -13.763 22.004 26.338
H -15.932 20.232 27.353
H -14.391 20.079 27.930
H -14.903 17.844 26.620
H -13.148 18.295 26.738
H -13.432 18.358 24.054
H -14.886 17.453 24.446
H -13.037 14.666 25.674
H -14.539 15.131 24.793
H -14.268 15.802 26.398

Summary:
- relative energy (zero: lowest compared OMol25 entry of this formula, charge and spin) (kJ/mol) = 1228.2
- electronic energy (hartree) = -3803.24268
- HOMO-LUMO gap (eV) = 9.7